DFT (ωB97M-V with the def2-TZVPD basis set) results for a 10-piece molecular cluster, C39H91F6N5O17P overall at a distorted geometry.

Output
Orbital gap (Ha): 0.29318
Spin multiplicity: 1
Energy above the lowest of the compared OMol25 structures with the same formula, charge and spin (kcal per mole): 61.88
Total charge: -1

Last columns: bonded neighbours and bond lengths (Å).
CARTESIAN COORDINATES (ANGSTROEM)
1 P 0.49352 0.05596 -0.13935  F2 1.615, F3 1.594, F4 1.627, F5 1.660, F6 1.635, F7 1.638
2 F 2.02652 -0.35218 0.16567  P1 1.615
3 F 0.11192 -1.41519 -0.61915  P1 1.594
4 F -0.01152 -0.18175 1.38908  P1 1.627
5 F -1.01751 0.54289 -0.62393  P1 1.660
6 F 0.69192 1.61864 0.29797  P1 1.635
7 F 1.00722 0.39753 -1.65640  P1 1.638
8 C -1.86583 -4.17779 0.13536  O9 1.417, H17 1.091, H18 1.088, H19 1.095
9 O -2.73548 -5.25017 -0.18324  C8 1.417, C10 1.417
10 C -3.67458 -4.88796 -1.18059  O9 1.417, C11 1.511, H20 1.092, H21 1.102
11 C -4.69919 -5.95287 -1.49572  C10 1.511, O12 1.411, H22 1.096, H23 1.100
12 O -5.23579 -5.78449 -2.78949  C11 1.411, C13 1.416
13 C -5.96598 -6.92650 -3.19864  O12 1.416, C14 1.528, H24 1.094, H25 1.091
14 C -7.20129 -6.42479 -3.94417  C13 1.528, O15 1.408, H26 1.098, H27 1.096
15 O -7.94079 -7.55739 -4.33686  C14 1.408, C16 1.432
16 C -9.03898 -7.23288 -5.19688  O15 1.432, H28 1.092, H29 1.083, H30 1.095
17 H -1.35317 -3.87226 -0.77814  C8 1.091
18 H -1.12696 -4.51239 0.86043  C8 1.088
19 H -2.39030 -3.33278 0.59419  C8 1.095
20 H -3.21637 -4.40814 -2.04828  C10 1.092
21 H -4.25745 -4.11141 -0.66043  C10 1.102
22 H -5.52196 -5.88744 -0.77518  C11 1.096
23 H -4.19992 -6.92230 -1.35066  C11 1.100
24 H -6.35892 -7.52297 -2.37010  C13 1.094
25 H -5.34429 -7.58054 -3.81165  C13 1.091
26 H -6.92646 -5.87842 -4.85572  C14 1.098
27 H -7.67268 -5.67863 -3.29375  C14 1.096
28 H -9.30571 -6.18421 -5.04957  C16 1.092
29 H -9.82345 -7.95451 -5.00684  C16 1.083
30 H -8.67084 -7.25492 -6.22745  C16 1.095
31 C 2.39351 -2.12116 6.79291  O32 1.393, H40 1.090, H41 1.100, H42 1.102
32 O 1.89720 -1.35365 5.74110  C31 1.393, C33 1.413
33 C 1.41854 -0.07217 6.09431  O32 1.413, C34 1.510, H43 1.101, H44 1.096
34 C 0.55297 0.41423 4.95697  C33 1.510, O35 1.397, H45 1.100, H46 1.104
35 O 0.41552 1.80455 4.94427  C34 1.397, C36 1.396
36 C -0.20497 2.28265 3.78875  O35 1.396, C37 1.530, H47 1.102, H48 1.087
37 C -1.53317 1.64909 3.36849  C36 1.530, O38 1.422, H49 1.092, H50 1.093
38 O -2.44745 1.66551 4.45811  C37 1.422, C39 1.416
39 C -3.76819 2.12051 4.22594  O38 1.416, H51 1.089, H52 1.091, H53 1.096
40 H 2.57924 -1.65671 7.76147  C31 1.090
41 H 3.30342 -2.66488 6.50052  C31 1.100
42 H 1.75732 -3.01127 6.92491  C31 1.102
43 H 2.30266 0.56491 6.24940  C33 1.101
44 H 0.91787 -0.02670 7.06871  C33 1.096
45 H -0.43826 -0.06189 4.94011  C34 1.100
46 H 0.97062 0.03025 4.01002  C34 1.104
47 H 0.41064 2.05347 2.90338  C36 1.102
48 H -0.27227 3.36785 3.80331  C36 1.087
49 H -1.39609 0.60107 3.09521  C37 1.092
50 H -1.99647 2.16570 2.52409  C37 1.093
51 H -4.16007 2.60246 5.12000  C39 1.089
52 H -4.38738 1.27477 3.92164  C39 1.091
53 H -3.71498 2.90283 3.46023  C39 1.096
54 C 0.96009 7.84913 -0.15091  O55 1.400, H63 1.098, H64 1.094, H65 1.093
55 O 0.66165 6.48245 -0.21493  C54 1.400, C56 1.396
56 C 0.58897 5.84362 1.02373  O55 1.396, C57 1.534, H66 1.101, H67 1.101
57 C 0.05388 4.40684 0.96841  C56 1.534, O58 1.433, H68 1.092, H69 1.088
58 O -1.28806 4.33477 0.46967  C57 1.433, C59 1.408
59 C -2.16905 5.23215 1.10301  O58 1.408, C60 1.534, H70 1.099, H71 1.093
60 C -3.61111 4.82623 0.77486  C59 1.534, O61 1.405, H72 1.098, H73 1.093
61 O -4.02403 3.56251 1.22860  C60 1.405, C62 1.395
62 C -3.62865 2.43599 0.50798  O61 1.395, H74 1.093, H75 1.094, H76 1.098
63 H 0.16000 8.44269 -0.61164  C54 1.098
64 H 1.83887 8.08002 -0.76040  C54 1.094
65 H 1.07059 8.23971 0.86347  C54 1.093
66 H -0.10294 6.40981 1.66580  C56 1.101
67 H 1.53694 5.86597 1.58332  C56 1.101
68 H 0.17545 4.00655 1.97729  C57 1.092
69 H 0.64075 3.77011 0.30944  C57 1.088
70 H -2.12112 6.19727 0.57960  C59 1.099
71 H -2.18351 5.40364 2.18283  C59 1.093
72 H -3.78776 4.87365 -0.30733  C60 1.098
73 H -4.20863 5.54001 1.34857  C60 1.093
74 H -4.00824 1.52725 0.98093  C62 1.093
75 H -2.54402 2.29465 0.47829  C62 1.094
76 H -3.99931 2.45355 -0.52582  C62 1.098
77 C 0.35674 2.08799 -4.05004  O78 1.421, H86 1.094, H87 1.091, H88 1.089
78 O 0.97232 3.35995 -3.90335  C77 1.421, C79 1.421
79 C 1.48901 3.39662 -2.58027  O78 1.421, C80 1.510, H89 1.097, H90 1.093
80 C 2.25384 4.66413 -2.28463  C79 1.510, O81 1.406, H91 1.101, H92 1.099
81 O 3.32520 4.87858 -3.16991  C80 1.406, C82 1.397
82 C 4.19358 5.90245 -2.78467  O81 1.397, C83 1.512, H93 1.100, H94 1.101
83 C 5.50472 5.69129 -3.50746  C82 1.512, O84 1.419, H95 1.097, H96 1.092
84 O 5.55935 6.02408 -4.88602  C83 1.419, C85 1.425
85 C 4.92561 5.10436 -5.77023  O84 1.425, H97 1.089, H98 1.091, H99 1.092
86 H -0.54671 2.01014 -3.43774  C77 1.094
87 H 0.96096 1.23768 -3.72968  C77 1.091
88 H 0.15324 1.99635 -5.11593  C77 1.089
89 H 2.22223 2.58247 -2.53182  C79 1.097
90 H 0.75907 3.23243 -1.78396  C79 1.093
91 H 2.58133 4.63114 -1.23414  C80 1.101
92 H 1.60187 5.54946 -2.28814  C80 1.099
93 H 4.47024 6.03433 -1.72772  C82 1.100
94 H 3.79598 6.90516 -3.00579  C82 1.101
95 H 5.77736 4.63305 -3.40775  C83 1.097
96 H 6.32035 6.28053 -3.08241  C83 1.092
97 H 3.86611 5.00130 -5.54092  C85 1.089
98 H 5.46960 4.16173 -5.84704  C85 1.091
99 H 4.99251 5.61623 -6.73302  C85 1.092
100 C 2.11392 -3.37590 1.16192  O101 1.213, N102 1.368, H105 1.098
101 O 2.16727 -4.13926 0.22098  C100 1.213
102 N 2.63351 -3.66788 2.39380  C100 1.368, C103 1.448, C104 1.428
103 C 2.80955 -2.58776 3.34205  N102 1.448, H106 1.095, H107 1.098, H108 1.087
104 C 3.13156 -4.96122 2.73664  N102 1.428, H109 1.093, H110 1.096, H111 1.095
105 H 1.50039 -2.46489 1.15058  C100 1.098
106 H 3.87230 -2.40126 3.53039  C103 1.095
107 H 2.42016 -2.88367 4.32555  C103 1.098
108 H 2.28095 -1.65771 3.14804  C103 1.087
109 H 4.20815 -5.14060 2.68587  C104 1.093
110 H 2.68227 -5.24544 3.69486  C104 1.096
111 H 2.76681 -5.80967 2.14851  C104 1.095
112 C 4.39670 1.12995 0.77687  O113 1.219, N114 1.351, H117 1.102
113 O 5.32902 0.65687 0.15014  C112 1.219
114 N 4.43418 1.45153 2.08825  C112 1.351, C115 1.470, C116 1.453
115 C 3.35309 2.23411 2.70394  N114 1.470, H118 1.089, H119 1.092, H120 1.088
116 C 5.35835 0.78324 2.98922  N114 1.453, H121 1.083, H122 1.090, H123 1.101
117 H 3.50526 1.55448 0.28850  C112 1.102
118 H 2.65781 2.39836 1.88148  C115 1.089
119 H 3.72137 3.22196 2.99005  C115 1.092
120 H 3.04004 1.67759 3.58492  C115 1.088
121 H 6.16052 0.25895 2.48395  C116 1.083
122 H 5.65114 1.47246 3.78126  C116 1.090
123 H 4.75817 0.00383 3.48443  C116 1.101
124 C -1.09640 -1.55603 -3.56831  O125 1.210, N126 1.371, H129 1.098
125 O -0.32472 -2.48710 -3.54372  C124 1.210
126 N -1.97937 -1.37911 -4.60240  C124 1.371, C127 1.454, C128 1.434
127 C -2.78799 -0.17329 -4.67614  N126 1.454, H130 1.090, H131 1.094, H132 1.097
128 C -2.24516 -2.34786 -5.62633  N126 1.434, H133 1.090, H134 1.096, H135 1.095
129 H -1.07887 -0.77581 -2.79585  C124 1.098
130 H -2.88153 0.14398 -5.71478  C127 1.090
131 H -2.24208 0.54823 -4.06084  C127 1.094
132 H -3.79113 -0.17986 -4.23179  C127 1.097
133 H -1.78401 -2.11438 -6.58586  C128 1.090
134 H -1.88736 -3.33310 -5.30745  C128 1.096
135 H -3.31340 -2.58102 -5.68213  C128 1.095
136 C 2.99139 -2.22451 -2.46917  O137 1.212, N138 1.364, H141 1.099
137 O 2.86654 -3.42959 -2.51138  C136 1.212
138 N 4.03096 -1.52926 -3.01446  C136 1.364, C139 1.450, C140 1.452
139 C 4.86214 -2.06774 -4.07410  N138 1.450, H142 1.095, H143 1.090, H144 1.090
140 C 4.09577 -0.08335 -2.90067  N138 1.452, H145 1.094, H146 1.096, H147 1.086
141 H 2.41232 -1.60371 -1.77063  C136 1.099
142 H 5.84679 -2.20163 -3.61459  C139 1.095
143 H 4.88565 -1.44598 -4.96944  C139 1.090
144 H 4.55517 -3.06396 -4.39133  C139 1.090
145 H 5.10343 0.24950 -2.63577  C140 1.094
146 H 3.89201 0.39182 -3.86676  C140 1.096
147 H 3.45393 0.27837 -2.10269  C140 1.086
148 C -1.00667 -4.08530 4.97959  O149 1.217, N150 1.352, H153 1.103
149 O 0.10800 -3.83345 5.39717  C148 1.217
150 N -1.79953 -3.23818 4.28652  C148 1.352, C151 1.463, C152 1.458
151 C -3.15039 -3.70263 3.97024  N150 1.463, H154 1.090, H155 1.089, H156 1.093
152 C -1.36219 -1.98513 3.68390  N150 1.458, H157 1.087, H158 1.094, H159 1.088
153 H -1.44185 -5.09355 5.08452  C148 1.103
154 H -3.59105 -2.94618 3.32042  C151 1.090
155 H -3.83910 -3.85739 4.80013  C151 1.089
156 H -3.08129 -4.60922 3.36400  C151 1.093
157 H -0.38696 -1.74994 4.10264  C152 1.087
158 H -1.24771 -2.18137 2.61408  C152 1.094
159 H -2.12892 -1.22189 3.79465  C152 1.088